Entry 1:
This record from the OMol25 dataset describes a molecular structure, C22H24As2N3O14Y in a non-equilibrium geometry. The level of theory is the ωB97M-V functional and the def2-TZVPD basis.

Kohn-Sham gap in Eh: 0.3128
Highest occupied orbital energy in eV: -9.07
LUMO in eV: -0.5548
Largest force on an atom in eV Å⁻¹: 2.91

Last column: Löwdin charge in e.
Cartesian coordinates (Å):
Y  0.082  -0.366  0.061  1.40
O  2.632  -3.626  -0.753  0.08
C  2.116  -2.550  -0.543  -0.58
O  0.874  -2.299  -0.359  -0.13
C  3.000  -1.279  -0.439  -0.13
C  4.368  -1.185  -0.671  0.02
C  4.979  0.052  -0.512  -0.03
C  4.233  1.152  -0.107  0.03
C  2.874  0.970  0.109  -0.15
N  2.296  -0.217  -0.060  0.03
C  1.865  2.022  0.568  -0.58
O  2.118  3.208  0.505  0.07
O  0.766  1.494  0.993  -0.23
H  4.919  -2.065  -0.963  0.12
H  6.040  0.159  -0.682  0.11
H  4.680  2.123  0.041  0.12
N  -0.321  -0.954  2.484  0.01
N  -1.742  -0.842  2.514  0.03
C  -2.444  -0.713  1.320  -0.76
O  -3.604  -0.324  1.355  0.03
O  -1.808  -1.014  0.250  -0.19
H  -0.048  -1.864  2.878  0.12
H  0.099  -0.215  3.057  0.11
H  -2.167  -0.402  3.325  0.15
C  -6.166  1.338  1.473  -0.03
O  -5.221  1.871  2.391  0.00
C  -4.067  2.337  1.975  -0.58
O  -3.153  2.539  2.754  0.08
C  -3.772  2.642  0.548  -0.22
C  -4.384  3.542  -0.224  -0.30
As  -3.860  4.095  -2.029  1.32
C  -5.466  3.418  -2.976  -0.25
C  -2.744  2.562  -2.535  -0.32
C  -2.092  1.761  -1.701  -0.26
As  -1.890  1.987  0.268  1.41
C  -1.174  3.841  0.295  -0.21
C  -1.192  0.664  -2.034  -0.54
O  0.024  0.811  -1.793  -0.02
O  -1.569  -0.533  -2.413  0.02
C  -2.960  -0.842  -2.549  0.01
C  -2.702  2.332  -4.007  -0.54
O  -3.356  1.467  -4.536  0.11
O  -1.955  3.143  -4.755  0.00
C  -1.120  4.124  -4.162  -0.06
C  -5.429  4.502  0.190  -0.54
O  -5.758  5.392  -0.571  0.04
O  -5.888  4.376  1.422  -0.03
C  -6.783  5.383  1.896  -0.01
H  -7.005  1.015  2.087  0.10
H  -5.728  0.482  0.958  0.09
H  -6.496  2.082  0.748  0.08
H  -6.324  4.037  -2.717  0.02
H  -5.662  2.378  -2.716  0.04
H  -5.300  3.492  -4.052  0.03
H  -1.671  4.535  -0.393  0.01
H  -0.100  3.813  0.101  0.01
H  -1.311  4.188  1.324  0.05
H  -3.001  -1.906  -2.772  0.11
H  -3.406  -0.266  -3.364  0.08
H  -3.472  -0.658  -1.600  0.10
H  -0.463  4.471  -4.958  0.10
H  -0.516  3.702  -3.355  0.10
H  -1.710  4.971  -3.788  0.07
H  -7.473  4.882  2.572  0.10
H  -7.312  5.850  1.061  0.09
H  -6.207  6.145  2.426  0.10

***

Entry 2:
This record from the OMol25 dataset describes a molecular structure, C22H24B2F4LaN12O4 in a non-equilibrium geometry. The level of theory is the ωB97M-V functional and the def2-TZVPD basis.

Kohn-Sham gap in Eh: 0.2874
Highest occupied orbital energy in eV: -17.94
LUMO in eV: -10.1236
Net charge: +3
Largest force on an atom in eV Å⁻¹: 3.01

Last column: Löwdin charge in e.
Cartesian coordinates (Å):
La  0.447  0.234  0.340  2.17
C  -2.039  1.098  -4.275  0.03
C  -1.676  0.557  -2.930  -0.22
N  -0.470  1.045  -2.290  -0.08
O  0.161  1.746  -3.037  0.06
B  3.919  0.055  -0.735  -0.74
F  2.646  -0.516  -0.919  0.06
F  5.036  -0.517  -0.911  0.39
O  3.906  1.395  -0.458  0.14
N  2.632  1.893  -0.318  0.00
C  2.574  3.155  -0.616  -0.19
C  3.666  3.910  -1.263  0.05
C  1.234  3.836  -0.403  -0.18
N  0.380  2.993  0.092  -0.01
O  -0.878  3.533  0.298  0.12
B  -1.675  2.812  1.202  -0.77
F  -1.143  1.718  1.779  0.14
F  -2.880  3.187  1.531  0.34
O  -3.123  0.577  0.031  0.06
N  -2.137  0.324  -0.627  -0.07
C  -2.589  0.034  -2.060  -0.15
C  -4.049  -0.280  -2.262  0.04
C  0.982  5.253  -0.721  0.04
H  -1.281  0.869  -5.036  0.12
H  -2.921  0.532  -4.534  0.09
H  -2.151  2.136  -4.163  0.10
H  3.877  3.349  -2.122  0.10
H  3.216  4.824  -1.707  0.11
H  4.506  4.045  -0.611  0.12
H  -4.230  -1.305  -1.891  0.08
H  -4.638  0.310  -1.585  0.10
H  -4.263  -0.208  -3.297  0.09
H  0.809  5.368  -1.774  0.12
H  0.192  5.728  -0.181  0.10
H  1.908  5.800  -0.568  0.11
N  0.548  -2.015  -2.663  0.20
C  -0.560  -2.409  -1.957  -0.46
N  -1.609  -2.794  -2.602  0.21
C  -2.706  -3.134  -1.827  -0.38
N  -3.822  -3.618  -2.396  0.22
N  -2.830  -2.957  -0.498  0.20
C  -1.761  -2.434  -0.001  -0.30
N  -0.567  -2.121  -0.605  0.05
C  -1.930  -2.038  1.446  -0.22
C  -3.004  -2.417  2.216  0.04
C  -3.090  -1.909  3.506  0.02
C  -2.047  -1.168  4.010  -0.01
C  -1.014  -0.868  3.184  -0.13
N  -1.011  -1.178  1.877  -0.08
H  0.578  -2.126  -3.633  0.11
H  1.443  -2.031  -2.203  0.09
H  -3.878  -3.875  -3.360  0.13
H  -4.659  -3.828  -1.829  0.16
H  -3.703  -3.113  1.798  0.13
H  -3.989  -2.160  4.163  0.17
H  -2.036  -0.800  5.006  0.13
H  -0.235  -0.206  3.538  0.11
N  5.824  -3.514  5.004  0.24
C  5.023  -2.928  4.383  -0.12
C  4.015  -2.202  3.671  -0.19
C  4.039  -0.832  3.749  0.01
C  3.215  -0.055  2.966  -0.11
N  2.217  -0.573  2.230  -0.09
C  2.128  -1.947  2.267  -0.14
C  3.020  -2.794  2.904  0.03
H  4.807  -0.232  4.221  0.14
H  3.332  1.081  2.876  0.15
H  1.297  -2.369  1.701  0.09
H  3.020  -3.927  2.879  0.17

***

Entry 3:
This record from the OMol25 dataset describes a molecular structure, C22H24BF4FeN2O2S6. The level of theory is the ωB97M-V functional and the def2-TZVPD basis.

Multiplicity: 2
Kohn-Sham gap (spin up / spin down) in Eh: 0.2460 / 0.2129
Highest occupied orbital energy (spin up / spin down) in eV: -8.11 / -8.10
LUMO (spin up / spin down) in eV: -1.4121 / -2.3064
Largest force on an atom in eV Å⁻¹: 0.79

Last column: Löwdin charge in e.
Cartesian coordinates (Å):
Fe  2.178  0.934  0.020  -0.44
S  0.146  2.007  -0.204  0.87
C  -0.936  0.759  -0.354  -0.61
N  -2.252  0.912  -0.150  -0.10
C  -3.113  -0.261  -0.089  -0.11
C  -2.759  -1.174  -1.228  -0.11
N  -1.352  -1.529  -1.122  -0.12
C  -0.991  -2.855  -1.610  -0.12
C  -1.295  -3.023  -3.081  -0.21
C  -1.113  -1.971  -3.971  -0.04
C  -1.362  -2.146  -5.323  -0.07
C  -1.788  -3.378  -5.799  -0.08
C  -1.962  -4.434  -4.917  -0.08
C  -1.720  -4.255  -3.563  -0.04
C  -0.442  -0.622  -0.742  -0.59
S  1.182  -0.945  -0.686  0.81
C  -2.826  2.135  0.421  -0.12
C  -3.215  1.930  1.865  -0.22
C  -4.538  2.050  2.268  -0.05
C  -4.888  1.857  3.599  -0.08
C  -3.914  1.535  4.530  -0.08
C  -2.588  1.409  4.131  -0.06
C  -2.240  1.607  2.806  -0.03
H  -4.148  0.066  -0.170  0.14
H  -2.994  -0.770  0.872  0.15
H  -2.964  -0.697  -2.191  0.14
H  -3.348  -2.090  -1.176  0.14
H  -1.545  -3.591  -1.022  0.13
H  0.068  -3.017  -1.424  0.08
H  -0.754  -1.013  -3.609  0.12
H  -1.218  -1.320  -6.007  0.11
H  -1.982  -3.514  -6.855  0.10
H  -2.291  -5.398  -5.282  0.10
H  -1.859  -5.081  -2.876  0.11
H  -3.699  2.402  -0.178  0.13
H  -2.092  2.932  0.327  0.08
H  -5.301  2.301  1.539  0.11
H  -5.921  1.958  3.905  0.10
H  -4.184  1.389  5.567  0.10
H  -1.821  1.164  4.854  0.11
H  -1.203  1.520  2.504  0.07
F  3.030  2.592  0.560  -0.13
B  3.634  3.749  1.343  -1.21
F  4.798  4.052  0.677  0.15
F  3.837  3.259  2.614  0.14
F  2.685  4.744  1.281  0.14
C  6.869  0.703  -0.963  -0.05
O  5.628  1.338  -1.331  -0.14
C  4.710  0.617  -1.880  -1.37
S  4.728  -0.961  -2.346  0.75
S  3.175  1.290  -2.205  0.80
H  7.489  1.506  -0.581  0.10
H  7.321  0.238  -1.838  0.09
H  6.676  -0.038  -0.190  0.07
C  3.119  -0.173  4.779  -0.08
O  3.749  -0.439  3.521  -0.17
C  3.129  -0.105  2.406  -1.17
S  1.565  0.521  2.341  0.72
S  3.961  -0.336  0.962  0.73
H  3.928  -0.079  5.497  0.10
H  2.470  -1.008  5.046  0.09
H  2.543  0.749  4.733  0.06

***

Entry 4:
This record from the OMol25 dataset describes a molecular structure, C22H24BeN3O in a non-equilibrium geometry. The level of theory is the ωB97M-V functional and the def2-TZVPD basis.

Kohn-Sham gap in Eh: 0.2349
Highest occupied orbital energy in eV: -10.24
LUMO in eV: -3.8512
Net charge: +1
Largest force on an atom in eV Å⁻¹: 2.71

Last column: Löwdin charge in e.
Cartesian coordinates (Å):
Be  -0.160  0.761  -0.130  0.26
C  -0.590  2.425  2.580  0.01
C  -1.760  1.584  2.103  -0.23
C  -2.919  1.433  2.849  0.00
C  -3.892  0.569  2.413  -0.01
C  -3.773  -0.049  1.155  0.05
C  -2.629  0.228  0.402  -0.18
N  -1.661  0.999  0.890  0.13
C  -2.408  -0.185  -0.960  -0.19
C  -3.197  -0.819  -1.858  0.04
C  -2.755  -0.939  -3.174  0.00
C  -1.567  -0.401  -3.583  0.02
C  -0.784  0.173  -2.622  -0.13
N  -1.198  0.156  -1.339  0.11
C  0.506  0.895  -2.724  -0.16
C  1.217  0.982  -3.925  0.04
C  2.412  1.732  -3.894  -0.02
C  2.831  2.309  -2.725  0.00
C  2.116  2.109  -1.528  -0.24
C  2.626  2.607  -0.195  -0.01
N  0.927  1.477  -1.570  0.15
H  -0.530  2.450  3.656  0.09
H  -0.678  3.474  2.225  0.11
H  0.369  2.006  2.140  0.07
H  -3.056  1.882  3.829  0.13
H  -4.786  0.380  2.979  0.12
H  -4.509  -0.718  0.772  0.11
H  -4.208  -1.215  -1.591  0.15
H  -3.388  -1.456  -3.860  0.12
H  -1.263  -0.421  -4.614  0.12
H  0.807  0.527  -4.816  0.11
H  3.029  1.857  -4.752  0.11
H  3.782  2.844  -2.685  0.13
H  3.208  3.501  -0.332  0.08
H  3.301  1.818  0.213  0.11
H  1.857  2.788  0.569  0.07
O  1.815  0.298  1.463  -0.03
C  0.911  -0.248  0.849  -0.33
C  2.724  -2.994  0.884  -0.07
C  1.664  -2.486  1.899  -0.44
C  1.128  -3.703  2.680  -0.08
C  0.571  -1.706  1.163  -0.16
H  3.548  -3.522  1.465  0.10
H  3.155  -2.132  0.339  0.07
H  2.261  -3.653  0.148  0.07
H  2.070  -1.819  2.615  0.11
H  0.651  -4.401  1.991  0.07
H  0.362  -3.398  3.436  0.09
H  1.949  -4.236  3.167  0.07
H  -0.375  -1.592  1.802  0.14
H  0.289  -2.171  0.203  0.11